Molecular formula: C48H47BaN16O6
Method: DFT, ωB97M-V/def2-TZVPD

E ... -3210.3455 Eh
Energy above the lowest of the compared OMol25 structures with the same formula, charge and spin ... 0.0 kJ/mol
Frontier orbital gap ... 7.8 eV
Net charge ... +1
HOMO energy ... -10.8 eV

Last column: Mulliken charge in e.
Geometry (Å):
1 Ba -0.6819 0.3835 -1.5177  1.228
2 C 3.8984 1.1850 0.2134  -0.477
3 C 2.7302 0.5361 -0.1620  -1.123
4 N 1.5466 1.1018 0.0313  1.263
5 C 1.4924 2.3062 0.6010  -0.560
6 C 2.6754 2.9196 1.0098  -0.834
7 N 3.8663 2.3700 0.8096  -0.657
8 C 0.1444 2.9436 0.7753  1.182
9 C 0.0331 4.2944 1.0758  -1.155
10 C -1.2188 4.8869 1.1924  0.893
11 C -2.3241 4.0672 0.9931  -0.794
12 C -2.1437 2.7250 0.6944  0.026
13 N -0.9327 2.1724 0.6015  0.613
14 C -3.3395 1.8673 0.4104  -0.502
15 C -4.5731 2.1008 1.0156  -0.567
16 N -5.6569 1.4035 0.7050  -0.603
17 C -5.5257 0.4529 -0.2113  -0.524
18 C -4.2977 0.1781 -0.7969  -0.710
19 N -3.2209 0.8846 -0.4814  0.971
20 C -1.3691 6.3400 1.4852  0.890
21 C -2.5977 6.9833 1.3742  -0.473
22 C -2.6864 8.3387 1.6516  -0.433
23 N -1.6535 9.0847 2.0289  -0.598
24 C -0.4799 8.4708 2.1387  -0.419
25 C -0.2884 7.1221 1.8815  -0.554
26 H 4.8659 0.7317 0.0387  0.537
27 H 2.7567 -0.4414 -0.6311  0.618
28 H 2.6688 3.8730 1.5223  0.567
29 H 0.9250 4.8918 1.1710  0.385
30 H -3.3254 4.4664 1.0389  0.362
31 H -4.6828 2.8599 1.7810  0.571
32 H -6.4113 -0.1098 -0.4790  0.426
33 H -4.1911 -0.6067 -1.5369  0.509
34 H -3.4930 6.4659 1.0611  0.341
35 H -3.6400 8.8462 1.5621  0.379
36 H 0.3570 9.0847 2.4514  0.379
37 H 0.7027 6.7126 2.0129  0.380
38 C 0.3166 -3.0557 -0.4650  -0.282
39 O 0.2260 -1.7815 0.1596  0.610
40 C 0.7102 -1.8124 1.5090  0.096
41 C -0.4556 -1.9151 2.4675  -0.642
42 O -1.2853 -0.7687 2.4149  -0.254
43 C -0.8132 0.2788 3.2353  -0.582
44 H 1.3645 -3.3053 -0.6397  0.023
45 H -0.2000 -3.0044 -1.4235  0.039
46 H -0.1519 -3.8305 0.1424  0.165
47 H 1.2905 -0.9052 1.6768  0.299
48 H 1.3863 -2.6636 1.6340  -0.308
49 H -0.0881 -2.0685 3.4905  0.399
50 H -1.0782 -2.7721 2.2028  0.134
51 H -0.7144 -0.0532 4.2746  0.417
52 H -1.5419 1.0852 3.1910  0.084
53 H 0.1553 0.6678 2.8985  0.213
54 C 1.9531 -6.7512 4.4828  -1.208
55 N 0.6477 -6.4648 3.9203  0.714
56 C -0.2530 -5.5551 4.3180  0.109
57 N -1.2399 -5.4784 3.4532  -0.574
58 C -0.8783 -6.3858 2.5107  -0.280
59 N 0.2605 -7.0031 2.7461  -0.845
60 C 2.9852 -5.7449 4.0309  0.638
61 C 3.8236 -5.1174 4.9397  -0.850
62 C 4.7425 -4.1673 4.5132  -0.748
63 C 4.8276 -3.8272 3.1781  -0.855
64 C 3.9947 -4.4588 2.2562  0.165
65 C 3.0813 -5.4205 2.6776  0.017
66 C 4.0639 -4.0764 0.8442  0.544
67 N 4.5101 -2.9907 0.3184  -0.439
68 N 4.3157 -3.0997 -1.0495  -0.347
69 C 3.7607 -4.2466 -1.2481  0.326
70 O 3.5662 -4.9304 -0.0927  -0.317
71 C 3.2363 -4.7635 -2.5134  -0.113
72 C 2.9878 -6.1092 -2.7701  -0.615
73 C 2.4237 -6.4694 -3.9759  -0.671
74 C 2.0703 -5.5218 -4.9287  -0.733
75 C 2.3095 -4.1809 -4.6861  0.447
76 C 1.8727 -3.0217 -5.5645  -1.312
77 N 0.6423 -2.4218 -5.0490  1.289
78 C 0.5294 -1.7167 -3.9267  -0.507
79 N -0.7462 -1.4893 -3.6554  0.060
80 C -1.3818 -2.1039 -4.6945  -0.388
81 N -0.5805 -2.7060 -5.5428  -1.044
82 C 2.9209 -3.8132 -3.4829  -0.092
83 H 2.2125 -7.7605 4.1664  0.256
84 H 1.8637 -6.7591 5.5685  0.464
85 H -0.1420 -4.9953 5.2338  0.414
86 H -1.4695 -6.6103 1.6377  0.471
87 H 3.7555 -5.3636 5.9931  0.410
88 H 5.3903 -3.6858 5.2339  0.419
89 H 5.5332 -3.0833 2.8329  0.557
90 H 2.4255 -5.9044 1.9639  0.839
91 H 3.2263 -6.8647 -2.0325  0.545
92 H 2.2361 -7.5165 -4.1759  0.403
93 H 1.5964 -5.8364 -5.8503  0.486
94 H 1.6802 -3.2520 -6.6089  0.466
95 H 2.6438 -2.2557 -5.5113  0.326
96 H 1.3968 -1.3632 -3.3845  0.042
97 H -2.4519 -2.1144 -4.8171  0.496
98 H 3.1411 -2.7736 -3.2741  0.770
99 C 4.3590 2.1646 -4.7242  -0.905
100 N 3.0536 2.4364 -4.1346  0.177
101 C 2.5264 3.6920 -4.1029  0.128
102 C 1.3380 3.9600 -3.5266  -1.360
103 C 0.6192 2.8549 -2.9475  0.966
104 O -0.5018 2.9971 -2.3640  -0.774
105 N 1.1587 1.6210 -3.0078  0.175
106 C 2.3766 1.3715 -3.5409  -0.355
107 O 2.9063 0.2571 -3.5162  -0.631
108 H 4.7298 3.0766 -5.1852  0.330
109 H 4.2709 1.3848 -5.4770  0.281
110 H 5.0574 1.8272 -3.9609  0.281
111 H 3.1301 4.4579 -4.5714  0.352
112 H 0.9256 4.9562 -3.5081  0.544
113 C -3.6869 1.8848 -4.0368  -0.817
114 O -2.4182 1.4256 -3.5816  -0.164
115 H -4.1371 1.0909 -4.6301  0.266
116 H -3.5842 2.7687 -4.6676  0.309
117 H -4.3528 2.1199 -3.2007  0.242
118 H -1.9331 2.2070 -3.2539  0.274

---

Molecular formula: C48H48Co2N3O6
Method: DFT, ωB97M-V/def2-TZVPD

E ... -5238.9546 Eh
Energy above the lowest of the compared OMol25 structures with the same formula, charge and spin ... 148.0 kJ/mol
Frontier orbital gap ... 4.3 eV
Net charge ... -1
HOMO energy ... -2.3 eV

Last column: Mulliken charge in e.
Geometry (Å):
1 C 1.9961 1.0782 -3.2082  -1.054
2 C 2.6744 0.2092 -2.1643  2.571
3 C 4.1478 0.6140 -2.0864  -2.373
4 C 2.4604 -1.2627 -2.4837  0.545
5 C 3.4202 -1.9455 -3.2205  -0.726
6 C 3.1052 -3.1428 -3.8521  -1.215
7 C 1.8764 -3.7484 -3.6247  -0.639
8 C 0.8943 -3.0977 -2.8756  0.374
9 C -0.5027 -3.7213 -2.8564  2.533
10 C -0.5705 -4.9337 -1.9289  -1.631
11 C -0.9506 -4.1356 -4.2666  -1.724
12 C 1.2268 -1.8878 -2.2245  -1.376
13 N 0.2069 -1.1140 -1.5396  2.292
14 N -0.6040 -0.3691 -2.3279  -0.853
15 N -1.4144 0.3038 -1.4790  2.261
16 C -2.5312 1.0915 -1.9936  -0.798
17 C -3.7638 0.4602 -2.2233  -0.052
18 C -3.8026 -1.0538 -2.2796  2.268
19 C -3.2009 -1.5639 -3.5836  -1.296
20 C -5.1838 -1.6569 -2.0401  -2.187
21 C -4.8964 1.2394 -2.4673  -0.802
22 C -4.7683 2.6200 -2.6409  -1.389
23 C -3.5072 3.2141 -2.5895  -0.267
24 C -2.3760 2.4651 -2.2494  0.437
25 C -1.0161 3.1564 -2.2168  1.639
26 C -1.0016 4.3739 -1.2922  -1.496
27 C -0.5278 3.5552 -3.6153  -1.639
28 C -1.2266 -0.1473 -0.1818  -0.511
29 C -2.1897 0.1280 0.8678  0.425
30 C -2.7361 -0.9404 1.6176  -0.292
31 C -3.6598 -0.6818 2.6220  -1.001
32 C -4.0368 0.6300 2.9149  -0.602
33 C -3.5348 1.6898 2.1510  -0.692
34 C -2.6542 1.4386 1.1075  0.549
35 C -0.0876 -0.9023 -0.1849  1.151
36 C 0.6387 -1.3961 0.9552  -2.203
37 H 0.9410 0.8117 -3.3160  0.000
38 H 2.0723 2.1369 -2.9324  0.361
39 H 2.4757 0.9384 -4.1874  0.376
40 H 2.2182 0.4130 -1.1901  -0.811
41 H 4.7151 -0.0606 -1.4357  0.445
42 H 4.5895 0.6145 -3.0922  0.487
43 H 4.2182 1.6317 -1.6858  0.460
44 H 4.4026 -1.5027 -3.3676  0.342
45 H 3.8226 -3.5923 -4.5374  0.351
46 H 1.6627 -4.7120 -4.0929  0.292
47 H -1.1822 -2.9417 -2.4876  -1.368
48 H -0.3064 -4.6521 -0.9024  0.333
49 H -1.5809 -5.3637 -1.9356  0.425
50 H 0.1321 -5.7084 -2.2672  0.341
51 H -0.8939 -3.2875 -4.9607  0.343
52 H -0.3263 -4.9470 -4.6643  0.433
53 H -1.9848 -4.5014 -4.2489  0.443
54 H -3.1577 -1.4051 -1.4615  -0.507
55 H -2.1575 -1.2392 -3.6808  0.181
56 H -3.2323 -2.6601 -3.5993  0.348
57 H -3.7529 -1.1829 -4.4569  0.368
58 H -5.6234 -1.2809 -1.1086  0.413
59 H -5.8613 -1.4514 -2.8788  0.380
60 H -5.0711 -2.7427 -1.9432  0.491
61 H -5.8740 0.7563 -2.5547  0.354
62 H -5.6484 3.2286 -2.8683  0.353
63 H -3.3790 4.2772 -2.8176  0.354
64 H -0.3189 2.4096 -1.8171  -0.616
65 H -1.3738 4.1185 -0.2940  0.301
66 H 0.0283 4.7335 -1.1917  0.462
67 H -1.6105 5.1932 -1.6966  0.296
68 H -0.4825 2.6892 -4.2876  0.319
69 H -1.1798 4.3108 -4.0759  0.374
70 H 0.4806 3.9809 -3.5346  0.453
71 H -2.4504 -1.9616 1.3483  0.370
72 H -4.0829 -1.5229 3.1707  0.486
73 H -4.7248 0.8320 3.7325  0.380
74 H -3.8318 2.7152 2.3636  0.408
75 H -2.3083 2.2290 0.4370  -0.110
76 H -0.0002 -1.7492 1.7767  0.511
77 H 1.4544 -2.0874 0.7105  0.248
78 O 2.7567 0.3701 0.9487  -0.803
79 C 1.9435 0.1003 1.7520  0.314
80 Co 1.1799 0.1557 3.4003  1.492
81 C 0.2933 1.6102 3.2352  -0.506
82 O -0.3840 2.5472 3.1628  -0.429
83 C -0.1957 -0.8353 3.8237  -0.414
84 O -1.0798 -1.5164 4.1230  -0.396
85 C 2.5578 0.5198 4.7726  0.037
86 C 3.4103 1.6903 4.8008  -0.027
87 C 4.3140 1.9504 3.7516  0.031
88 C 5.0460 3.1370 3.7504  -0.780
89 C 4.9548 4.0137 4.8396  -0.380
90 C 4.1530 3.6933 5.9403  -0.697
91 C 3.3732 2.5382 5.9196  -0.316
92 C 1.5629 -0.0229 5.6251  0.953
93 C 0.3708 0.2596 6.2010  -0.795
94 Co 2.6740 -1.2468 5.0492  0.219
95 C 3.3669 -1.9352 3.5614  0.211
96 O 3.8037 -2.4817 2.6374  -0.440
97 C 1.5059 -2.4336 5.5630  0.050
98 O 0.7590 -3.2367 5.9323  -0.393
99 C 3.8740 -1.7254 6.2543  0.150
100 O 4.6021 -2.1015 7.0710  -0.435
101 H 4.4446 1.2006 2.9688  0.388
102 H 5.6891 3.3857 2.9013  0.354
103 H 5.4994 4.9575 4.8125  0.342
104 H 4.1153 4.3314 6.8203  0.358
105 H 2.7492 2.2491 6.7682  0.352
106 H -0.0651 -0.4978 6.8663  0.210
107 H 0.0042 1.2893 6.2396  0.258